Record 1
Molecular formula: C42H96BrN5O11
Method: DFT, wB97M-V/def2-TZVPD

SMILES   C=CC[C@H](OC)[C@](NCC)(OCCCCCCOC)[C@@H](Br)CC.COCCNCCOC.COCCNCCOC.COCCNCCOC.COCCNCCOC

ORCA input file:
```
! wB97M-V def2-TZVPD RIJCOSX def2/J DEFGRID3
* xyz 0 1
C 0.80 -2.02 2.70
C 1.13 -2.28 1.24
C 1.08 -1.00 0.19
C -0.15 -1.14 -0.94
O -0.91 -2.33 -0.54
C -2.12 -1.94 0.27
C 0.48 -1.24 -2.48
N 1.09 0.10 -2.76
C 1.10 0.54 -4.18
C 1.84 -0.43 -5.26
O -0.56 -1.62 -3.49
C -1.82 -0.90 -3.26
C -2.62 -0.88 -4.72
C -4.12 -1.53 -4.66
C -4.21 -3.00 -3.94
C -2.92 -3.99 -4.24
C -3.31 -5.61 -4.10
O -3.07 -5.97 -2.67
C -1.72 -6.56 -2.51
C 1.51 -2.52 -2.44
Br 1.12 -3.77 -4.01
C 3.10 -2.19 -2.49
C 4.00 -3.31 -3.34
H 0.16 -2.74 3.36
H 1.15 -1.01 3.21
H 1.45 -3.38 0.93
H 0.84 -0.05 0.88
H 2.12 -0.79 -0.29
H -0.79 -0.14 -0.79
H -2.79 -2.91 0.35
H -2.75 -1.09 -0.22
H -1.77 -1.69 1.38
H 1.94 0.32 -2.21
H 1.64 1.60 -4.22
H 0.00 0.74 -4.60
H 2.91 -0.80 -4.97
H 1.99 0.22 -6.25
H 1.09 -1.28 -5.56
H -2.50 -1.39 -2.43
H -1.64 0.22 -2.97
H -1.99 -1.47 -5.54
H -2.61 0.26 -5.10
H -4.83 -0.74 -4.11
H -4.51 -1.56 -5.78
H -5.20 -3.54 -4.29
H -4.33 -2.79 -2.77
H -2.13 -3.80 -3.36
H -2.41 -3.73 -5.26
H -4.44 -5.76 -4.37
H -2.57 -6.17 -4.81
H -0.94 -6.20 -3.32
H -1.85 -7.74 -2.57
H -1.23 -6.34 -1.46
H 1.34 -3.21 -1.48
H 3.41 -1.13 -2.88
H 3.51 -2.26 -1.38
H 3.96 -3.16 -4.50
H 5.13 -3.08 -3.03
H 3.80 -4.41 -2.99
C 3.87 -1.07 -9.76
O 4.25 -1.13 -8.39
C 4.17 -2.45 -7.84
C 5.58 -2.98 -7.52
N 6.34 -3.26 -8.75
C 7.76 -3.52 -8.52
C 8.60 -2.36 -7.95
O 8.76 -1.26 -8.85
C 7.69 -0.32 -8.81
H 3.81 -0.02 -10.05
H 4.61 -1.56 -10.39
H 2.88 -1.53 -9.91
H 3.63 -3.14 -8.50
H 3.62 -2.37 -6.90
H 5.50 -3.90 -6.93
H 6.09 -2.22 -6.92
H 6.25 -2.47 -9.38
H 8.19 -3.80 -9.49
H 7.86 -4.39 -7.87
H 9.62 -2.75 -7.79
H 8.26 -2.02 -6.97
H 7.24 -0.23 -7.81
H 6.94 -0.57 -9.55
H 8.10 0.66 -9.08
C 3.59 0.11 8.07
O 3.38 -1.12 8.75
C 2.33 -1.05 9.71
C 1.13 -1.91 9.26
N 0.45 -1.31 8.11
C -0.53 -2.20 7.49
C 0.01 -3.49 6.83
O 0.82 -3.26 5.68
C 2.19 -3.01 5.97
H 4.50 0.02 7.46
H 2.75 0.34 7.40
H 3.73 0.93 8.78
H 2.02 -0.02 9.93
H 2.73 -1.48 10.64
H 0.43 -2.01 10.09
H 1.52 -2.91 9.02
H 1.14 -1.05 7.42
H -1.03 -1.61 6.71
H -1.30 -2.46 8.22
H -0.86 -4.05 6.47
H 0.51 -4.15 7.55
H 2.54 -3.53 6.86
H 2.35 -1.93 6.07
H 2.78 -3.35 5.11
C -7.23 0.69 2.76
O -6.83 2.05 2.66
C -6.39 2.60 3.91
C -4.88 2.89 3.86
N -4.10 1.65 3.85
C -2.68 1.85 3.55
C -2.32 2.40 2.15
O -2.61 1.50 1.08
C -3.95 1.56 0.61
H -7.68 0.40 1.81
H -6.36 0.05 2.94
H -7.97 0.56 3.55
H -6.65 1.96 4.76
H -6.92 3.55 4.03
H -4.60 3.49 4.73
H -4.68 3.49 2.96
H -4.49 1.02 3.15
H -2.19 0.87 3.66
H -2.24 2.50 4.32
H -1.23 2.54 2.13
H -2.75 3.39 1.97
H -4.38 2.56 0.69
H -4.57 0.83 1.14
H -3.95 1.28 -0.45
C -3.41 10.06 3.76
O -2.56 9.28 2.93
C -1.18 9.37 3.30
C -0.69 8.03 3.87
N -1.28 7.76 5.19
C -1.05 6.39 5.66
C -1.68 5.24 4.84
O -3.11 5.22 4.89
C -3.74 6.06 3.93
H -4.42 10.05 3.33
H -3.47 9.64 4.77
H -3.07 11.09 3.81
H -0.99 10.19 4.00
H -0.63 9.58 2.38
H 0.40 8.05 3.96
H -0.96 7.25 3.15
H -2.28 7.91 5.14
H -1.45 6.34 6.68
H 0.03 6.22 5.75
H -1.36 4.30 5.31
H -1.32 5.21 3.81
H -3.16 6.15 3.01
H -3.93 7.04 4.37
H -4.71 5.62 3.69
*
```


Record 2
Molecular formula: C42H97BCl2IN7O4P
Method: DFT, wB97M-V/def2-TZVPD

ORCA input file:
```
! wB97M-V def2-TZVPD RIJCOSX def2/J DEFGRID3
* xyz 1 1
C 2.30 -4.23 -1.38
C 1.30 -3.37 -2.19
C -0.16 -3.39 -1.59
O -0.32 -2.11 -0.98
C -1.65 -1.71 -0.81
N -1.85 -0.29 -1.25
B -1.65 -0.21 -2.77
O -1.33 -1.32 -3.53
O -1.88 0.94 -3.39
C -1.37 1.03 -4.74
C -0.79 0.51 -0.47
C 0.53 0.80 -1.12
Cl 0.74 1.98 -2.42
C 1.66 0.28 -0.67
C 1.80 -0.67 0.49
Cl 3.21 0.68 -1.37
C -1.38 1.88 0.08
C -0.34 2.74 0.77
C -1.10 4.06 1.25
C -0.98 5.05 0.05
N -2.35 1.45 1.08
C -3.39 0.54 0.58
P -5.03 1.44 0.97
N -4.62 2.71 2.06
O -5.91 0.36 1.90
C -3.25 0.21 -0.95
C -4.48 -0.62 -1.39
I -5.86 0.76 -2.44
C -4.40 -1.85 -2.33
C -5.77 -2.34 -2.88
H 2.29 -3.98 -0.32
H 2.19 -5.30 -1.53
H 3.30 -3.98 -1.77
H 1.59 -2.32 -2.25
H 1.24 -3.74 -3.22
H -0.83 -3.60 -2.43
H -0.25 -4.23 -0.89
H -2.26 -2.42 -1.37
H -1.91 -1.83 0.25
H -0.37 -1.43 -3.51
H -1.45 2.09 -5.02
H -2.04 0.48 -5.40
H -0.33 0.73 -4.84
H -0.62 -0.05 0.44
H 2.78 -0.53 0.96
H 1.07 -0.53 1.29
H 1.80 -1.70 0.13
H -1.84 2.47 -0.72
H 0.45 3.12 0.13
H 0.09 2.29 1.68
H -2.17 3.90 1.39
H -0.66 4.49 2.15
H -0.25 5.84 0.24
H -1.93 5.55 -0.17
H -0.67 4.54 -0.88
H -1.87 1.11 1.91
H -3.30 -0.41 1.15
H -5.47 3.24 2.23
H -4.38 2.30 2.97
H -5.45 -0.49 2.05
H -3.34 1.18 -1.44
H -5.07 -0.94 -0.53
H -4.06 -2.71 -1.72
H -3.75 -1.76 -3.20
H -5.65 -3.42 -3.02
H -5.98 -1.95 -3.87
H -6.58 -2.22 -2.16
C -1.59 -0.31 4.78
C -1.85 0.03 6.24
N -3.03 0.85 6.44
C -3.13 1.41 7.78
C -3.31 0.44 8.95
C -4.27 0.33 5.88
C -4.74 -1.05 6.36
H -1.53 0.60 4.17
H -0.64 -0.84 4.69
H -2.37 -0.95 4.37
H -0.98 0.59 6.60
H -1.89 -0.90 6.82
H -3.94 2.14 7.80
H -2.22 1.99 7.96
H -4.32 0.04 9.00
H -3.13 0.96 9.89
H -2.61 -0.40 8.90
H -4.16 0.29 4.79
H -5.06 1.06 6.05
H -3.93 -1.78 6.40
H -5.49 -1.44 5.66
H -5.22 -1.00 7.34
C -1.12 -9.87 -5.92
C -1.31 -8.37 -6.10
N -1.38 -7.64 -4.85
C -1.83 -6.27 -5.00
C -0.94 -5.31 -5.79
C -0.26 -7.82 -3.94
C 1.14 -7.46 -4.45
H -1.89 -10.30 -5.28
H -1.17 -10.37 -6.89
H -0.14 -10.11 -5.49
H -2.26 -8.23 -6.63
H -0.53 -7.99 -6.77
H -2.01 -5.85 -4.00
H -2.82 -6.30 -5.47
H -0.06 -5.01 -5.22
H -1.50 -4.40 -6.03
H -0.61 -5.74 -6.74
H -0.24 -8.87 -3.62
H -0.45 -7.27 -3.02
H 1.33 -7.82 -5.46
H 1.89 -7.91 -3.80
H 1.30 -6.38 -4.42
C 3.21 4.57 6.88
C 3.44 3.24 6.18
N 2.30 2.80 5.39
C 2.39 1.43 4.93
C 3.50 1.08 3.94
C 1.81 3.73 4.38
C 2.79 4.18 3.29
H 2.31 4.54 7.50
H 4.06 4.80 7.53
H 3.12 5.40 6.17
H 3.62 2.49 6.95
H 4.36 3.31 5.58
H 1.43 1.14 4.49
H 2.50 0.79 5.81
H 3.27 1.45 2.94
H 3.59 -0.01 3.86
H 4.48 1.45 4.24
H 1.43 4.62 4.89
H 0.93 3.29 3.90
H 3.77 4.44 3.69
H 2.39 5.07 2.80
H 2.92 3.42 2.53
C 3.82 4.17 -1.95
C 5.17 4.73 -2.35
N 5.96 3.81 -3.14
C 7.35 4.22 -3.30
C 7.62 5.51 -4.08
C 5.32 3.29 -4.34
C 4.84 4.29 -5.39
H 3.93 3.22 -1.42
H 3.31 4.87 -1.28
H 3.16 4.01 -2.81
H 5.72 4.96 -1.44
H 5.02 5.69 -2.87
H 7.91 3.40 -3.76
H 7.78 4.33 -2.30
H 7.50 5.37 -5.16
H 8.66 5.82 -3.92
H 6.99 6.34 -3.76
H 4.46 2.69 -4.03
H 5.99 2.57 -4.82
H 4.33 5.15 -4.95
H 4.13 3.81 -6.07
H 5.66 4.66 -6.01
*
```


Record 3
Molecular formula: C42H97N3O8
Method: DFT, wB97M-V/def2-TZVPD

SMILES   CC1(C)CCCC(C)(C)N1O.CC1(C)CCCC(C)(C)N1O.CC1(C)CCCC(C)(C)N1O.CC(C)O.CC(C)O.CC(C)O.CC(C)O.CC(C)O

ORCA input file:
```
! wB97M-V def2-TZVPD RIJCOSX def2/J DEFGRID3
* xyz 0 1
C 10.41 28.29 -2.73
C 9.22 28.01 -3.60
C 8.22 27.20 -2.75
C 8.62 29.45 -3.98
C 7.66 29.51 -5.13
C 8.19 28.79 -6.36
C 8.84 27.34 -6.06
C 7.64 26.32 -6.06
C 9.72 27.03 -7.30
N 9.70 27.45 -4.85
O 10.48 26.34 -4.65
H 10.93 27.37 -2.49
H 11.08 28.98 -3.24
H 10.18 28.81 -1.80
H 8.68 26.58 -1.98
H 7.59 27.91 -2.21
H 7.52 26.63 -3.36
H 8.05 29.97 -3.20
H 9.47 30.09 -4.23
H 6.69 29.11 -4.84
H 7.31 30.53 -5.31
H 9.06 29.31 -6.76
H 7.46 28.64 -7.15
H 7.18 26.23 -7.05
H 6.77 26.39 -5.41
H 8.01 25.35 -5.71
H 9.12 27.05 -8.21
H 10.18 26.06 -7.12
H 10.55 27.73 -7.36
H 11.31 26.70 -4.98
C 3.39 21.84 -3.97
C 3.69 20.39 -4.07
C 4.72 20.10 -5.23
C 4.42 20.00 -2.77
C 4.66 18.51 -2.47
C 3.32 17.84 -2.48
C 2.48 18.08 -3.78
C 2.96 17.16 -4.99
C 1.04 17.61 -3.39
N 2.40 19.53 -4.13
O 1.57 19.85 -5.22
H 3.00 22.23 -4.91
H 2.74 22.16 -3.16
H 4.30 22.40 -3.75
H 4.20 20.36 -6.16
H 5.63 20.70 -5.26
H 5.11 19.09 -5.24
H 5.35 20.56 -2.62
H 3.66 20.24 -2.03
H 5.27 18.06 -3.26
H 5.23 18.41 -1.55
H 2.85 18.19 -1.56
H 3.40 16.76 -2.44
H 3.93 17.42 -5.41
H 2.22 17.29 -5.78
H 2.82 16.15 -4.58
H 0.26 17.87 -4.10
H 0.72 17.94 -2.40
H 0.92 16.54 -3.27
H 0.80 20.14 -4.73
C 2.84 29.59 -5.70
C 2.68 28.71 -4.43
C 3.93 28.87 -3.57
C 1.47 29.27 -3.71
C 0.86 28.33 -2.68
C 0.46 27.12 -3.49
C 1.67 26.37 -4.09
C 2.62 25.70 -3.06
C 0.98 25.41 -5.17
N 2.35 27.41 -4.93
O 3.34 26.94 -5.81
H 3.77 29.37 -6.22
H 2.02 29.43 -6.40
H 2.88 30.63 -5.39
H 4.70 28.21 -3.98
H 4.36 29.87 -3.50
H 3.63 28.48 -2.60
H 1.82 30.22 -3.32
H 0.72 29.49 -4.47
H 1.58 28.00 -1.92
H -0.05 28.81 -2.32
H -0.31 27.26 -4.25
H -0.04 26.40 -2.84
H 2.87 24.68 -3.37
H 2.09 25.62 -2.11
H 3.53 26.24 -2.82
H 0.65 25.93 -6.07
H 0.04 25.08 -4.73
H 1.61 24.55 -5.36
H 2.89 27.10 -6.64
C -2.09 20.78 -1.90
C -1.35 21.17 -3.13
C 0.02 21.97 -2.88
O -1.09 20.02 -3.91
H -2.64 21.59 -1.42
H -1.40 20.45 -1.12
H -2.81 20.03 -2.22
H -1.84 21.83 -3.84
H -0.09 22.90 -2.33
H 0.51 22.26 -3.81
H 0.63 21.42 -2.18
H -0.76 19.39 -3.27
C 2.91 26.81 0.83
C 4.34 27.23 0.76
C 4.91 27.24 2.18
O 5.02 26.39 -0.05
H 2.64 26.19 1.68
H 2.63 26.23 -0.06
H 2.38 27.77 0.85
H 4.51 28.22 0.33
H 5.99 27.41 2.27
H 4.79 26.28 2.68
H 4.44 27.96 2.85
H 5.96 26.51 0.06
C 4.43 34.32 -5.10
C 5.74 34.25 -4.33
C 5.72 33.18 -3.28
O 6.79 33.83 -5.20
H 4.25 35.34 -5.45
H 3.59 34.00 -4.49
H 4.47 33.63 -5.95
H 6.15 35.14 -3.86
H 5.59 32.20 -3.74
H 4.93 33.43 -2.57
H 6.61 33.22 -2.65
H 7.60 33.79 -4.69
C -0.60 29.04 -7.98
C -0.38 28.22 -9.19
C 0.94 27.46 -9.03
O -1.43 27.33 -9.43
H 0.25 29.62 -7.61
H -0.95 28.47 -7.12
H -1.42 29.72 -8.20
H -0.20 28.81 -10.09
H 1.76 28.17 -9.14
H 1.32 26.78 -9.80
H 0.99 26.82 -8.15
H -1.61 26.77 -8.66
C 4.14 23.07 -7.19
C 4.50 23.99 -8.30
C 3.22 24.27 -9.13
O 4.93 25.17 -7.66
H 4.93 22.71 -6.54
H 3.61 22.21 -7.59
H 3.47 23.55 -6.49
H 5.26 23.52 -8.92
H 2.34 24.53 -8.54
H 2.91 23.47 -9.80
H 3.32 25.19 -9.70
H 4.36 25.48 -6.95
*
```


no.,lowest unoccupied orbital energy (eV),HOMO level (Ha),frontier orbital gap (eV)
1,0.50,-0.30732,8.86
2,-2.28,-0.35301,7.33
3,0.49,-0.29713,8.58